{
  "formula": "C2H2FOP",
  "method": "ωB97M-V with the def2-TZVPD basis set",
  "symbols": ["C", "F", "H", "H", "C", "P", "O"],
  "coordinates": [[-0.76936, -0.84614, 0.01842], [0.18592, -1.89130, -0.13535], [-0.82457, 1.13083, 0.07682], [1.72312, 1.88848, -0.12714], [-0.02927, 0.40252, 0.10240], [1.63883, 0.44442, 0.17116], [-1.92468, -1.12881, -0.10632]],
  "lowdin_charge": [-0.5287, -0.0567, 0.0647, -0.1036, -0.4486, 0.9279, 0.1450],
  "relative_energy_kcal_mol": 10.35,
  "max_force_ev_per_a": 2.85,
  "homo_lumo_gap_ev": 9.22,
  "lumo_energy_ev": -1.506,
  "total_charge": 0,
  "smiles": "[H]/P=C/C(=O)F",
  "spin_multiplicity": 1
}